Run one
Entry from the OMol25 dataset: 2 unconnected molecules or ions with the total composition C3H5O3 (ωB97M-V/def2-TZVPD).

```
11
Properties=species:S:1:pos:R:3
O -0.6365 -1.5251 2.0911
C 0.2350 -1.7735 1.2423
C 0.0760 -1.1480 -0.0974
H 1.0682 -2.5796 1.5189
H -0.3858 -2.0203 -0.6651
H 1.0009 -0.7873 -0.5021
H -0.7539 -0.3954 -0.0474
O 0.6540 1.4348 -0.0092
C 0.0230 1.8668 -0.9866
O -0.3655 1.2221 -2.1104
H -0.1491 3.0562 -1.0256
```

Computed properties:
lowest unoccupied orbital energy	4.01	eV
charge	-1
orbital gap	8.04	eV
HOMO energy	-4.0372	eV

Run two
Entry from the OMol25 dataset: 2 unconnected molecules or ions with the total composition C3H5O3 (ωB97M-V/def2-TZVPD).

```
11
Properties=species:S:1:pos:R:3
O 0.4031 3.3089 -0.5963
C 0.0562 2.3645 0.0782
C -0.5293 1.1185 -0.4388
H 0.2164 2.4150 1.1709
H -0.3395 1.0505 -1.5062
H 0.0044 0.2895 0.0431
H -1.6010 0.9859 -0.3182
O 0.5871 -1.6471 0.5870
C 0.4492 -2.8825 0.4101
O 0.2733 -3.7889 1.2366
H 0.4799 -3.2144 -0.6662
```

Computed properties:
lowest unoccupied orbital energy	3.72	eV
charge	-1
orbital gap	7.88	eV
HOMO energy	-4.1518	eV

Result of the stability comparison: run one is the least stable of them.

Run one
Entry from the OMol25 dataset: a gas-phase ion, C5H10NO2 (charge -1) (ωB97M-V/def2-TZVPD).

```
18
Properties=species:S:1:pos:R:3
C 0.5408 -0.0367 -1.8481
C 0.4863 0.3405 -0.3498
C -0.1091 1.7618 -0.0999
O 0.0632 2.2118 1.1604
N -0.0461 -0.7156 0.5430
C -1.0078 -0.3127 1.5683
C 0.3033 -2.0064 0.4587
O 0.9195 -2.5573 -0.4401
H -0.3318 -0.6271 -2.1449
H 1.4314 -0.6204 -2.0407
H 0.5971 0.8987 -2.4040
H 1.4827 0.5071 0.0006
H 0.4557 2.3934 -0.8205
H -1.1570 1.7740 -0.5096
H -2.0404 -0.2311 1.2171
H -0.8707 -0.9301 2.4658
H -0.7021 0.6880 1.8741
H -0.0151 -2.5376 1.3696
```

Computed properties:
SMILES string	C[C@@H](C[O-])N(C)C=O
lowest unoccupied orbital energy	3.95	eV
charge	-1
orbital gap	6.78	eV
HOMO energy	-2.8291	eV

Run two
Entry from the OMol25 dataset: a molecular structure, C5H10NO2 (ωB97M-V/def2-TZVPD).

```
18
Properties=species:S:1:pos:R:3
C 0.8404 0.7213 0.2349
C -0.4512 0.7552 0.9614
C -1.2011 2.1780 0.6779
O -2.4490 2.1906 1.1390
C 0.8393 -0.3066 -0.8699
N 0.8808 -1.5673 0.0014
C 0.0737 -2.5476 -0.6583
O 0.4616 0.0439 -2.0278
H 1.6817 0.7108 0.9435
H 0.9638 1.6682 -0.3435
H -0.4573 0.7367 2.0635
H -1.0131 -0.1359 0.6634
H -1.0875 2.2327 -0.4324
H -0.4685 2.9641 1.0516
H 1.7017 -1.0916 -0.8901
H 0.4236 -3.5444 -0.3788
H 0.2285 -2.5506 -1.7330
H -0.9674 -2.4573 -0.4028
```

Computed properties:
lowest unoccupied orbital energy	2.86	eV
charge	-1
orbital gap	5.10	eV
HOMO energy	-2.2385	eV

Run three
Entry from the OMol25 dataset: a gas-phase ion, C5H10NO2 (charge -1) (ωB97M-V/def2-TZVPD).

```
18
Properties=species:S:1:pos:R:3
C -2.0017 -1.4292 -0.3929
C -0.8606 -0.7169 0.3722
C 0.0361 -1.9341 0.8531
C -0.1021 0.2434 -0.5975
N 0.8893 -0.3854 -1.4770
C 0.5525 1.3901 0.2297
O 1.6389 1.8542 -0.2168
O 0.0831 1.7049 1.3476
H -2.8995 -0.8568 -0.5673
H -2.3345 -2.3264 0.1377
H -1.5509 -1.7141 -1.3717
H -1.1425 -0.0257 1.1642
H 0.7516 -2.0845 0.0723
H -0.4734 -2.8661 1.0922
H 0.5009 -1.5774 1.7820
H -0.8782 0.8764 -1.0589
H 1.8004 -0.1211 -1.0954
H 0.6809 -1.3562 -1.6339
```

Computed properties:
SMILES string	CC(C)[C@H](N)C(=O)[O-]
lowest unoccupied orbital energy	3.80	eV
charge	-1
orbital gap	7.77	eV
HOMO energy	-3.9638	eV

Run four
Entry from the OMol25 dataset: a gas-phase ion, C5H10NO2 (charge -1) (ωB97M-V/def2-TZVPD).

```
18
Properties=species:S:1:pos:R:3
N -0.7319 1.6776 -1.6225
C -0.0288 0.8588 -0.6670
C 0.0547 -0.6267 -0.9991
C 0.5545 -1.5674 0.1733
C 0.6801 -0.8971 1.5378
O 0.6814 0.5181 1.5408
C -0.5320 1.0773 0.9767
O -1.6780 0.7260 1.4166
H -1.6925 1.4472 -1.8304
H -0.1874 1.8908 -2.4321
H 0.9808 1.2326 -0.4968
H 0.5398 -0.9523 -1.9263
H -0.9956 -0.9546 -1.0499
H 1.5426 -1.8879 -0.1796
H -0.1321 -2.4040 0.2870
H 1.5125 -1.1092 2.2123
H -0.2038 -1.2105 2.1168
H -0.3644 2.1813 0.9423
```

Computed properties:
SMILES string	N[C@@H]1CCCO[C@@H]1[O-]
lowest unoccupied orbital energy	4.16	eV
charge	-1
orbital gap	6.58	eV
HOMO energy	-2.4139	eV

Result of the stability comparison: run two is the least stable of them.

Run one
Entry from the OMol25 dataset: a gas-phase ion, C5H10NO2 (charge -1) (ωB97M-V/def2-TZVPD).

```
18
Properties=species:S:1:pos:R:3
C -0.6348 1.9916 1.7973
N -1.0682 1.8533 0.3692
C -0.5395 0.8935 -0.5402
O -1.0319 0.9041 -1.6502
C 0.5293 -0.0448 -0.0944
C 0.0819 -1.4863 -0.2247
C 1.0026 -2.2606 -1.3492
O 2.1865 -1.6849 -1.4728
H -1.4881 1.9542 2.4773
H -0.1135 2.9559 1.8122
H -0.0803 1.1167 2.0551
H -1.6858 2.5406 -0.0212
H 0.8764 0.1573 0.9197
H 1.5084 0.1253 -0.6525
H -0.0632 -2.0508 0.7373
H -0.8804 -1.5282 -0.7561
H 0.9983 -3.3591 -1.0640
H 0.4022 -2.0777 -2.3427
```

Computed properties:
SMILES string	CNC(=O)CCC[O-]
lowest unoccupied orbital energy	3.40	eV
charge	-1
orbital gap	5.73	eV
HOMO energy	-2.3346	eV

Run two
Entry from the OMol25 dataset: a gas-phase ion, C5H10NO2 (charge -1) (ωB97M-V/def2-TZVPD).

```
18
Properties=species:S:1:pos:R:3
C 2.6220 1.3926 -0.1618
C 1.4018 0.5128 0.0604
O 1.4805 -0.3258 1.0129
N 0.3932 0.7800 -0.7407
C -0.7751 -0.1006 -0.7724
C -0.4752 -1.6111 -0.6979
C -1.8309 0.3986 0.2486
O -2.5521 -0.6196 0.9367
H 2.8784 1.9240 0.7575
H 2.4689 2.1158 -0.9604
H 3.4933 0.7647 -0.3734
H -1.1597 0.0937 -1.7749
H 0.1363 -1.8179 -1.5757
H -1.3547 -2.2645 -0.7412
H 0.1439 -1.8003 0.1833
H -1.3197 1.0630 0.9476
H -2.5709 1.0149 -0.2669
H -1.9521 -1.3561 1.0748
```

Computed properties:
SMILES string	C/C([O-])=N/[C@@H](C)CO
lowest unoccupied orbital energy	3.96	eV
charge	-1
orbital gap	7.33	eV
HOMO energy	-3.3683	eV

Result of the stability comparison: run one is the least stable of them.

Run one
Entry from the OMol25 dataset: 2 unconnected molecules or ions with the total composition C2H6N2 (ωB97M-V/def2-TZVPD).

```
10
Properties=species:S:1:pos:R:3
C 0.7601 -2.0855 -1.3013
N 0.8767 -2.9196 -0.3608
H -0.2024 -1.8393 -1.7771
H 1.5571 -1.7815 -1.9872
H 1.4353 -3.7641 -0.5893
C -1.1353 2.5418 1.5492
N 0.0221 2.4563 1.0408
H -1.3706 1.9202 2.4259
H -1.9979 2.8964 0.9701
H 0.0549 2.5753 0.0297
```

Computed properties:
lowest unoccupied orbital energy (alpha / beta)	-7.51 / -9.66	eV
charge	+1
multiplicity	2
orbital gap (alpha / beta)	4.86 / 2.67	eV
HOMO energy (alpha / beta)	-12.3657 / -12.3302	eV

Run two
Entry from the OMol25 dataset: a molecular structure, C2H6N2 (ωB97M-V/def2-TZVPD).

```
10
Properties=species:S:1:pos:R:3
C -1.2575 -0.8680 0.3167
N 0.1467 -0.6820 0.5799
C 0.7082 0.4652 0.2223
N 0.6174 1.2001 -0.9371
H -1.8490 -0.0459 0.7257
H -1.4624 -0.8859 -0.7636
H -1.6047 -1.8161 0.7122
H 1.1286 1.0962 1.0130
H 1.4072 0.3447 -0.8658
H -0.0380 0.8079 -1.6292
```

Computed properties:
lowest unoccupied orbital energy (alpha / beta)	-6.10 / -8.25	eV
charge	+1
multiplicity	2
orbital gap (alpha / beta)	10.99 / 8.88	eV
HOMO energy (alpha / beta)	-17.0886 / -17.1236	eV

Result of the stability comparison: run one is the least stable of them.